1.
{"formula": "C12H33Cr2FN3O3", "method": "ωB97M-V/def2-TZVPD", "orbital_gap_ha": [0.3276, 0.1319], "charge": 4, "spin_multiplicity": 10, "e_lumo_ev": [-12.9, -18.4], "s_squared": 24.775, "species": ["Cr", "Cr", "F", "C", "C", "C", "O", "C", "N", "H", "H", "H", "H", "H", "H", "H", "H", "H", "H", "H", "C", "C", "C", "O", "C", "N", "H", "H", "H", "H", "H", "H", "H", "H", "H", "H", "H", "C", "C", "C", "O", "C", "N", "H", "H", "H", "H", "H", "H", "H", "H", "H", "H", "H"], "positions_angstrom": [[0.3615, -1.6289, -2.6463], [0.6199, 0.5839, 0.8702], [0.8510, -0.2987, -1.1046], [-3.4055, 1.9896, 0.9084], [-1.9174, 1.9998, 1.2290], [-1.4844, 1.5470, 2.7110], [-0.0023, 1.3453, 2.8095], [0.5478, 1.4595, 4.0993], [-1.4109, 1.0124, 0.2718], [-4.1264, 2.3952, 1.6182], [-3.7161, 0.9459, 0.8602], [-3.6650, 2.3768, -0.0769], [-1.5273, 3.0004, 1.0427], [-1.9566, 0.5670, 2.7810], [-1.9243, 2.1760, 3.4849], [1.3763, 2.1674, 4.1253], [0.9768, 0.5557, 4.5319], [-0.1272, 1.9634, 4.7910], [-1.5660, 1.4690, -0.6157], [-2.2313, 0.4322, 0.1696], [-2.5392, -4.3587, -1.1249], [-1.3896, -3.8008, -1.9445], [-1.6441, -3.7306, -3.4551], [-0.5975, -3.0122, -4.0739], [-0.6542, -3.2073, -5.4991], [-1.1980, -2.4302, -1.4777], [-2.6586, -5.4338, -1.2587], [-3.4458, -3.7612, -1.2206], [-2.2715, -4.2827, -0.0710], [-0.4679, -4.3782, -1.8720], [-2.6506, -3.3930, -3.7023], [-1.6602, -4.7915, -3.7046], [-1.6236, -2.8829, -5.8774], [-0.4048, -4.2438, -5.7261], [0.1735, -2.7267, -6.0207], [-0.8390, -2.4751, -0.5347], [-2.1587, -2.1602, -1.3223], [3.3006, 3.7173, -0.3451], [2.6129, 2.4134, 0.0905], [3.4319, 1.7664, 1.1695], [2.6788, 0.6468, 1.6109], [3.3010, 0.0134, 2.7657], [1.2663, 2.6909, 0.5800], [3.4781, 4.3525, 0.5228], [2.7549, 4.2807, -1.1019], [4.2590, 3.3939, -0.7512], [2.5946, 1.7289, -0.7576], [3.5537, 2.3763, 2.0647], [4.4286, 1.4720, 0.8410], [3.8776, 0.7296, 3.3510], [4.0259, -0.6553, 2.3017], [2.6744, -0.6059, 3.4076], [0.7796, 3.3163, -0.0462], [1.3389, 3.3725, 1.3217]], "forces_ev_per_a": [[-1.05, -0.06, 0.18], [0.52, -1.15, -1.22], [-0.22, -0.53, -0.03], [-1.33, -0.39, 1.20], [-0.29, 0.54, 1.23], [-0.69, 0.40, -1.81], [-2.06, -0.10, -0.26], [-0.05, 1.51, 1.38], [0.99, 0.22, -0.14], [0.37, 0.52, 0.12], [-0.20, -0.31, 0.14], [0.46, 0.45, 0.01], [0.37, -0.02, 0.00], [0.31, -0.59, 0.43], [0.63, 0.18, 0.15], [0.65, 0.16, -0.68], [-0.19, -0.61, -0.43], [-0.47, -0.50, -0.07], [0.99, 0.43, -0.81], [0.24, -1.46, 0.41], [0.73, -0.70, 0.50], [-0.54, -0.57, -1.19], [-0.99, -1.63, 1.63], [0.72, 0.99, 0.92], [0.87, -0.37, -1.34], [1.14, 0.78, 0.28], [-0.52, 0.16, -0.37], [-0.24, -0.34, -0.49], [0.17, 0.02, 0.19], [0.11, 0.01, 0.57], [0.09, 0.68, -0.16], [0.36, -0.01, -0.79], [0.14, -0.12, -0.02], [-0.70, -0.28, 0.25], [-0.16, 0.77, 0.43], [0.26, -0.08, 0.48], [-0.29, 1.08, -0.39], [0.10, 0.24, 0.00], [1.20, 0.00, -0.44], [-0.04, 0.31, 0.57], [-1.82, -0.94, 0.64], [1.52, -0.90, -0.65], [0.02, 1.71, 0.32], [0.00, 0.08, 0.00], [0.01, -0.14, -0.03], [0.14, 0.21, -0.18], [-0.39, -0.01, -0.17], [0.12, 0.61, -0.19], [-0.05, -0.10, -0.23], [-0.34, 0.21, 0.03], [0.18, -0.22, 0.39], [-0.59, 0.34, -0.40], [-0.56, -0.35, -1.16], [0.32, -0.13, 1.17]]}

---

2.
{"formula": "C36H27F5O12V4", "method": "ωB97M-V/def2-TZVPD", "orbital_gap_ha": [0.1354, 0.1140], "charge": 3, "spin_multiplicity": 2, "e_lumo_ev": [-11.2, -11.8], "s_squared": 0.766, "species": ["O", "V", "O", "O", "V", "O", "O", "V", "O", "O", "V", "O", "C", "C", "C", "O", "C", "C", "C", "O", "O", "O", "H", "H", "F", "C", "C", "C", "C", "C", "C", "H", "H", "H", "H", "H", "F", "C", "C", "C", "C", "C", "C", "H", "H", "H", "H", "H", "F", "C", "C", "C", "C", "C", "C", "H", "H", "H", "H", "H", "F", "C", "C", "C", "C", "C", "C", "H", "H", "H", "H", "H", "F", "C", "C", "C", "C", "C", "C", "H", "H", "H", "H", "H"], "positions_angstrom": [[-8.0287, 14.3850, -21.3124], [-7.9439, 12.7808, -21.1969], [-9.2286, 12.1667, -20.4598], [-3.3593, 4.9822, -23.1285], [-4.1544, 6.2530, -22.5796], [-5.5816, 5.8593, -21.9700], [-0.3464, 11.0780, -24.9832], [-1.5477, 11.4135, -24.0267], [-1.3752, 12.9479, -23.6182], [-9.9211, 8.9514, -20.4279], [-8.5001, 8.4273, -20.9983], [-8.2643, 6.8546, -21.1603], [-4.3197, 11.3168, -20.7607], [-5.5671, 10.9176, -20.1235], [-5.8927, 9.3633, -19.9495], [-7.0426, 9.0353, -19.5667], [-4.8372, 8.4310, -20.3016], [-3.6917, 8.8323, -20.9202], [-3.4344, 10.3312, -21.1632], [-2.3941, 10.8231, -21.8216], [-2.9857, 7.8436, -21.3724], [-6.4227, 11.8035, -19.9474], [-4.1138, 12.3717, -20.8660], [-5.0571, 7.3872, -20.1324], [-3.1106, 5.2532, -20.3442], [-3.0021, 5.1139, -19.0223], [-1.6924, 4.7498, -18.6103], [-1.3232, 4.9057, -17.2465], [-2.2792, 5.3628, -16.3271], [-3.5299, 5.6814, -16.7555], [-3.9220, 5.5583, -18.0869], [-0.9049, 4.4734, -19.2958], [-0.3761, 4.4874, -16.9394], [-2.0181, 5.3009, -15.2810], [-4.3065, 6.0435, -16.0981], [-4.8674, 5.9227, -18.4611], [1.1884, 13.1164, -20.8949], [1.4662, 11.9640, -21.5308], [2.4289, 11.9513, -22.5914], [2.7473, 10.7808, -23.1762], [1.9735, 9.6184, -22.8633], [0.9504, 9.6211, -21.8782], [0.7445, 10.8229, -21.2143], [2.8954, 12.9022, -22.8022], [3.5550, 10.7718, -23.8931], [2.2574, 8.7731, -23.4727], [0.4584, 8.7165, -21.5526], [0.1674, 10.8937, -20.3041], [-2.5997, 11.5261, -17.0569], [-2.3831, 12.7136, -17.5866], [-1.7018, 12.8920, -18.7773], [-1.3909, 14.1971, -19.0978], [-1.8698, 15.3090, -18.3269], [-2.5106, 15.0830, -17.1014], [-2.8022, 13.7831, -16.7794], [-1.4866, 12.0916, -19.4697], [-0.9159, 14.3326, -20.0582], [-1.6346, 16.2646, -18.7718], [-2.9402, 15.9359, -16.5970], [-3.4919, 13.4914, -16.0013], [-9.8930, 11.8780, -15.6496], [-8.6917, 12.5615, -15.7956], [-8.6274, 13.8448, -15.3232], [-7.3884, 14.4342, -15.4216], [-6.3000, 13.8542, -16.0024], [-6.4884, 12.5503, -16.5858], [-7.6526, 11.8910, -16.5211], [-9.5189, 14.3448, -14.9744], [-7.1807, 15.4302, -15.0594], [-5.3399, 14.3407, -16.0923], [-5.6955, 12.0493, -17.1212], [-7.8373, 10.8963, -16.8990], [-5.8677, 15.7546, -18.0967], [-5.4795, 16.0063, -19.4017], [-4.5479, 15.1149, -19.9533], [-3.8457, 15.3578, -21.1711], [-4.3115, 16.5030, -21.8118], [-5.3444, 17.3599, -21.3231], [-5.9323, 17.0266, -20.1734], [-4.2998, 14.2434, -19.3655], [-3.0903, 14.7486, -21.6451], [-3.8750, 16.7904, -22.7569], [-5.5807, 18.2253, -21.9246], [-6.6235, 17.7048, -19.6951]], "forces_ev_per_a": [[-0.09, -3.59, 0.43], [-1.16, 1.54, 2.99], [2.23, 1.61, -1.92], [-2.05, 2.38, 0.92], [1.23, -2.14, 2.09], [2.25, 0.36, -1.50], [-1.69, 0.26, 1.19], [2.21, 2.19, 1.91], [-0.44, -2.63, -1.07], [2.84, -2.08, -1.45], [-0.75, -0.58, 2.83], [-1.39, 2.54, 0.28], [-2.21, -2.23, 2.11], [2.28, 0.23, -2.07], [2.46, -0.21, -0.39], [-1.36, 0.10, -1.53], [-3.72, 2.12, 1.71], [0.68, -1.88, -0.97], [2.95, 2.44, -1.98], [-1.40, -2.24, -0.37], [-0.45, 1.20, -1.70], [-2.35, 0.59, -0.66], [0.05, -0.06, -0.25], [0.14, -0.03, -0.03], [-1.33, -0.11, -1.86], [3.05, 0.20, 2.76], [-0.36, 0.88, 1.43], [-1.48, -0.86, -1.42], [1.42, -1.02, 0.02], [-1.50, 0.27, -0.39], [0.49, 0.23, -1.43], [-0.30, -0.20, -0.35], [0.16, 0.39, 0.14], [-0.13, 0.46, 0.13], [0.15, -0.06, 0.39], [-0.34, -0.15, 0.32], [0.02, 0.01, 0.13], [0.60, -0.94, -2.19], [-1.35, 1.98, 2.62], [-1.10, -1.68, -0.03], [0.23, 0.60, -0.13], [1.91, 0.22, -1.45], [0.11, 1.00, 0.89], [0.30, -0.05, -0.17], [-0.10, -0.33, -0.15], [-0.35, -0.52, 0.40], [-0.09, -0.04, -0.17], [-0.42, -0.23, -0.06], [-0.06, 0.27, -0.84], [0.53, -0.71, 0.83], [0.17, 0.57, -0.65], [-0.79, -1.10, -0.54], [1.11, -0.58, -0.37], [-0.74, 0.06, -0.57], [-0.72, 0.88, 0.45], [0.25, -0.17, 0.23], [0.32, 0.40, 0.10], [-0.34, 0.39, 0.44], [0.11, -0.14, 0.44], [0.26, 0.22, 0.51], [1.46, 0.77, -0.31], [-1.32, -1.70, -0.84], [-0.23, -0.83, -0.37], [1.18, 1.75, 0.32], [-0.30, -2.65, -1.14], [2.02, 1.68, 0.03], [-2.76, 0.48, 1.72], [0.12, -0.05, 0.33], [-0.57, 0.23, 0.26], [-0.25, 0.18, 0.15], [0.50, 0.09, -0.02], [0.05, 0.00, -0.05], [0.08, 0.61, -1.92], [1.31, -2.38, 0.26], [1.14, -0.60, 0.42], [-2.59, 1.52, 0.78], [0.05, 0.75, -0.77], [2.43, -1.45, -2.53], [-1.84, 1.82, 3.06], [0.01, -0.15, 0.24], [0.02, -0.26, 0.32], [0.18, 0.02, -0.10], [-0.29, 0.05, 0.23], [-0.41, 0.09, -0.13]]}

---

3.
{"formula": "C4H8N2O", "method": "ωB97M-V/def2-TZVPD", "relative_energy_ev": 4.187, "orbital_gap_ha": [0.2929, 0.2929], "spin_multiplicity": 1, "e_lumo_ev": [0.4, 0.4], "species": ["C", "N", "C", "C", "O", "C", "N", "H", "H", "H", "H", "H", "H", "H", "H"], "positions_angstrom": [[1.5947, 1.2824, 0.6328], [0.8891, 0.1930, 0.4503], [-0.4432, -0.0412, 0.4831], [-0.8776, -1.4488, 0.1687], [0.0551, -2.0783, -0.7035], [-1.3231, 0.9810, 0.8634], [-2.0554, 1.8218, 1.2137], [1.0764, 2.2053, 0.8654], [2.6677, 1.2257, 0.5104], [0.1837, 0.9582, -2.2017], [1.3953, -0.6684, 0.2331], [-0.3709, 0.7299, -1.7606], [-1.8919, -1.4369, -0.2525], [-0.8921, -2.0784, 1.0650], [-0.0079, -1.6454, -1.5677]], "forces_ev_per_a": [[-0.14, -0.06, -0.16], [-0.02, 0.00, 0.40], [0.17, 0.02, -0.04], [-0.19, -0.01, 0.22], [0.01, 0.08, -0.23], [-0.78, 0.87, 0.47], [0.89, -0.92, -0.49], [0.12, -0.15, -0.02], [-0.21, -0.01, 0.07], [0.04, 0.07, -0.14], [0.00, 0.22, -0.15], [-0.01, 0.05, -0.08], [0.17, 0.00, 0.11], [-0.05, -0.03, -0.12], [0.00, -0.12, 0.16]]}